Entry from OMol25: a single CH4N2OS2 molecule at a distorted geometry (ωB97M-V with the def2-TZVPD basis set).

ORCA input file:
```
! RIJCOSX wB97M-V def2-TZVPD def2/J DEFGRID3
* xyz 0 1
S -1.527 0.391 -1.882
S -0.387 1.370 2.010
O -1.147 1.593 0.472
N 0.673 -1.470 -0.199
N 0.686 -0.060 -0.177
C -0.861 0.679 -0.427
H 0.759 0.786 1.348
H 0.145 -1.866 -0.977
H 0.464 -1.712 0.788
H 1.196 0.288 -0.956
*
```

Summary:
DFT total energy ... -27796.4700 eV
Largest force on an atom ... 0.064 Eh/bohr
Energy above the lowest of the compared OMol25 structures with the same formula, charge and spin ... 79.2 kcal per mole


Entry from OMol25: C4H16As2F12N8O4Tl as an isolated structure at a distorted geometry (ωB97M-V with the def2-TZVPD basis set).

ORCA input file:
```
! RIJCOSX wB97M-V def2-TZVPD def2/J DEFGRID3
* xyz 1 1
Tl 0.331 -1.378 0.897
As -3.714 -1.217 -1.530
As 0.436 0.772 4.952
F 1.708 -0.365 5.362
F -0.853 -0.546 5.103
F -4.796 -2.244 -0.544
F -3.320 -2.621 -2.558
F -4.199 0.276 -0.618
F -4.964 -0.811 -2.787
F -2.591 -0.121 -2.512
F 1.690 2.079 4.668
F -0.770 2.000 4.349
F 0.551 0.292 3.198
F 0.163 1.363 6.647
F -2.414 -1.469 -0.277
O 0.591 -0.576 -1.835
O 1.979 0.985 0.732
O 0.139 -3.708 -0.878
O -1.024 1.152 0.508
N 2.986 2.383 2.183
N 2.006 0.645 -3.018
N 1.020 -4.499 -2.809
N -0.103 0.825 -3.205
N 4.154 1.335 0.694
N -1.038 -4.682 -2.537
N -2.384 2.781 0.613
N -0.485 2.859 1.706
C 2.977 1.539 1.163
C -1.262 2.237 0.898
C 0.055 -4.200 -2.027
C 0.837 0.248 -2.653
H 4.765 1.997 1.151
H -3.026 2.023 0.434
H 2.030 1.343 -3.747
H 2.058 2.334 2.578
H 3.738 2.952 2.544
H 4.145 1.087 -0.285
H -1.962 -4.457 -2.196
H 0.837 -4.962 -3.688
H 0.170 1.183 -4.109
H 1.986 -4.299 -2.590
H 2.828 0.308 -2.537
H -1.052 -5.211 -3.397
H -1.034 0.546 -2.929
H -2.736 3.688 0.885
H 0.468 2.530 1.771
H -0.922 3.602 2.231
*
```

Summary:
DFT total energy ... -183492.8580 eV
Largest force on an atom ... 0.161 Eh/bohr
Energy above the lowest of the compared OMol25 structures with the same formula, charge and spin ... 107.0 kcal per mole


Entry from OMol25: C3H10N3S as an isolated structure at a distorted geometry (ωB97M-V with the def2-TZVPD basis set).

ORCA input file:
```
! RIJCOSX wB97M-V def2-TZVPD def2/J DEFGRID3
* xyz 1 1
S 0.085 1.850 0.059
N -2.360 0.429 -0.410
N 0.081 -0.689 -0.694
N -0.647 -0.888 0.496
C 1.046 0.433 -0.559
C 2.250 0.131 0.319
C -1.423 0.219 0.710
H 1.953 -0.233 1.305
H -2.592 1.425 -0.505
H -3.218 -0.135 -0.328
H -0.121 -1.204 1.311
H 1.356 0.678 -1.577
H 2.839 1.038 0.460
H -1.813 0.125 -1.239
H 2.888 -0.614 -0.162
H -1.807 0.421 1.697
H 0.567 -1.542 -0.959
*
```

Summary:
DFT total energy ... -18570.4649 eV
Largest force on an atom ... 0.063 Eh/bohr
Energy above the lowest of the compared OMol25 structures with the same formula, charge and spin ... 55.5 kcal per mole


Entry from OMol25: C24H37N8O3S4Ti as an isolated structure (ωB97M-V with the def2-TZVPD basis set).

ORCA input file:
```
! RIJCOSX wB97M-V def2-TZVPD def2/J DEFGRID3
* xyz 2 2
Ti 0.210 -0.248 0.445
S 0.457 -2.849 0.019
S 0.609 3.218 -1.509
S -0.115 0.427 -4.212
S 3.135 0.114 -3.511
O 2.653 1.181 -4.342
O 1.998 -0.110 0.445
O 4.201 0.295 -2.578
N 4.145 -4.596 -6.850
N 1.842 -0.292 -2.487
N 0.156 -1.166 2.541
N -0.248 1.730 1.239
N -1.983 -1.042 0.741
N -0.351 0.015 -1.690
N 0.061 5.405 -2.893
N 1.549 3.970 -3.869
C -1.144 -1.734 2.967
C -1.310 3.996 2.439
C 3.187 0.618 0.765
C -0.053 3.529 2.781
C 0.471 2.400 2.166
C 3.910 -3.507 -6.081
C -2.280 -2.278 -0.025
C 3.103 -2.456 -6.553
C -1.607 0.342 -2.186
C -2.281 -1.097 2.192
C -2.015 3.342 1.441
C -1.673 0.587 -3.502
C 1.263 -2.141 2.656
C -1.437 2.234 0.865
C 2.833 1.999 1.269
C 4.467 -3.408 -4.791
C 4.227 -2.305 -4.009
C -1.274 -3.404 0.165
C 0.753 4.256 -2.838
C 1.159 -3.287 1.643
C 2.863 -1.352 -5.770
C 0.537 0.037 -2.675
C 3.419 -1.275 -4.493
C 1.879 1.963 2.481
H 2.093 3.119 -3.847
H 5.106 -4.200 -4.424
H 0.578 -4.126 2.023
H -1.118 -2.808 2.805
H -2.610 -0.338 0.363
H -1.302 -1.589 4.038
H 1.886 0.961 2.923
H -1.718 4.872 2.924
H -0.460 5.678 -2.079
H 2.394 2.579 0.454
H 2.139 -0.379 -1.518
H 0.542 4.048 3.520
H 0.376 -0.392 3.162
H -3.214 -1.634 2.385
H 3.811 0.674 -0.127
H -2.976 3.693 1.097
H 2.157 -3.674 1.444
H -3.277 -2.652 0.227
H -2.456 0.405 -1.524
H -1.926 1.739 0.036
H -1.443 -4.153 -0.607
H 3.839 -4.623 -7.805
H 0.215 6.089 -3.614
H 2.685 -2.510 -7.550
H 1.678 4.607 -4.637
H 3.761 2.501 1.548
H 4.806 -5.294 -6.561
H 2.191 -1.595 2.498
H -2.531 0.874 -4.085
H 1.294 -2.572 3.661
H -2.420 -0.067 2.527
H 4.685 -2.223 -3.033
H 2.268 -0.535 -6.154
H 3.727 0.049 1.529
H -1.389 -3.909 1.121
H -2.294 -1.994 -1.078
H 2.250 2.623 3.263
*
```

Summary:
DFT total energy ... -110000.2517 eV
Largest force on an atom ... 0.015 Eh/bohr
Energy above the lowest of the compared OMol25 structures with the same formula, charge and spin ... 0.0 kcal per mole


Entry from OMol25: a single C3H7NO molecule (ωB97M-V with the def2-TZVPD basis set).

ORCA input file:
```
! RIJCOSX wB97M-V def2-TZVPD def2/J DEFGRID3
* xyz 0 1
O -0.855 -0.153 0.341
N 0.782 -0.057 -1.246
C -1.817 0.030 -0.690
C 0.441 -0.092 -0.025
C 1.306 -0.011 1.203
H 2.362 0.054 0.933
H 1.029 0.885 1.768
H 1.142 -0.880 1.848
H -1.910 1.104 -0.888
H -1.523 -0.475 -1.613
H 1.799 -0.032 -1.320
H -2.757 -0.374 -0.310
*
```

Summary:
DFT total energy ... -6761.7707 eV
Largest force on an atom ... 0.008 Eh/bohr
Energy above the lowest of the compared OMol25 structures with the same formula, charge and spin ... 22.6 kcal per mole


Entry from OMol25: a 9-piece molecular cluster, C23H50O23 overall at a distorted geometry (ωB97M-V with the def2-TZVPD basis set).

ORCA input file:
```
! RIJCOSX wB97M-V def2-TZVPD def2/J DEFGRID3
* xyz 0 1
O 0.747 -23.208 4.112
O -2.250 -24.121 3.248
O -0.492 -22.905 5.915
O 0.995 -25.321 8.654
O -6.278 -25.976 5.386
O -0.929 -24.106 1.465
O 0.344 -23.225 9.221
O 2.261 -23.508 8.192
O 2.882 -28.596 5.973
O -3.769 -18.490 8.305
O -4.923 -19.667 2.326
O -5.107 -25.328 7.057
O 0.801 -27.773 5.809
O -4.399 -20.617 8.406
O 1.888 -28.669 4.065
O -0.496 -21.443 4.153
O -2.876 -19.602 1.398
O -1.548 -26.472 6.928
O 4.202 -23.038 2.961
O -5.780 -23.746 5.516
O -4.699 -19.313 6.545
O -3.867 -21.506 1.696
O -0.953 -25.908 2.824
C -4.372 -24.394 7.847
C 1.799 -28.286 5.352
C -2.736 -24.955 4.307
C -0.807 -23.967 9.772
C -1.660 -20.844 4.608
C -3.972 -20.191 1.820
C 3.236 -28.178 7.269
C -0.141 -22.561 4.812
C -2.959 -18.152 1.618
C -4.297 -19.588 7.779
C 0.172 -24.738 0.758
C -5.722 -24.824 5.987
C -4.979 -22.353 2.169
C -3.258 -18.666 9.694
C 4.011 -21.674 3.354
C -5.222 -20.427 5.764
C -2.011 -27.791 6.971
C 1.181 -24.105 8.649
C 2.251 -22.075 7.896
C -7.014 -25.832 4.148
C -1.360 -24.820 2.514
C 0.812 -28.479 3.167
C 1.343 -24.351 4.750
H 0.645 -24.879 5.330
H -4.957 -23.554 8.277
H 1.282 -21.617 7.973
H -1.835 -28.379 7.863
H -2.998 -17.678 9.981
H -3.936 -17.817 1.250
H -1.927 -25.480 4.808
H 2.031 -23.868 5.416
H -2.189 -17.753 1.013
H 5.117 -23.337 2.935
H 4.623 -21.010 2.779
H -1.547 -28.371 6.183
H 0.448 -27.446 3.330
H -6.580 -26.580 3.502
H -3.117 -27.844 6.858
H 2.565 -21.869 6.856
H 0.029 -24.477 -0.349
H -4.435 -21.119 5.470
H -5.972 -21.894 2.127
H -3.469 -23.888 7.436
H 1.109 -24.339 1.150
H -1.493 -23.195 10.107
H -3.264 -24.286 4.969
H 1.885 -24.912 3.976
H 2.932 -28.859 8.081
H -0.629 -26.500 6.610
H -5.863 -21.028 6.418
H -8.042 -25.997 4.306
H -4.046 -19.158 10.324
H -0.533 -24.475 10.670
H -3.956 -24.986 8.661
H 1.338 -28.630 2.220
H -2.314 -19.271 9.685
H -2.868 -17.996 2.725
H -4.841 -23.139 1.480
H -4.952 -22.688 3.186
H -5.739 -20.007 4.891
H -2.505 -21.269 4.145
H 2.965 -21.432 3.203
H 0.062 -25.828 0.838
H -3.366 -25.766 3.987
H 0.054 -29.251 3.354
H -1.621 -19.783 4.304
H -1.818 -21.045 5.608
H 4.340 -21.464 4.396
H 4.298 -28.073 7.270
H -7.025 -24.796 3.748
H 2.948 -21.590 8.518
H -1.230 -24.669 9.025
H 2.833 -27.166 7.484
*
```

Summary:
DFT total energy ... -71751.7773 eV
Largest force on an atom ... 0.089 Eh/bohr
Energy above the lowest of the compared OMol25 structures with the same formula, charge and spin ... 6.2 kcal per mole


Entry from OMol25: a single C6H7ClN2O molecule at a distorted geometry (ωB97M-V with the def2-TZVPD basis set).

ORCA input file:
```
! RIJCOSX wB97M-V def2-TZVPD def2/J DEFGRID3
* xyz 0 1
Cl -3.912 -0.405 -0.269
O 1.965 0.436 -0.662
N -0.637 1.129 -0.116
N -2.000 1.219 -0.127
C -2.385 -0.017 -0.073
C 1.147 -0.417 -0.282
C 1.694 -1.935 0.061
C 0.272 2.238 0.166
C -0.249 -0.170 -0.101
C -1.400 -0.949 0.208
H 2.737 -2.058 0.027
H -1.509 -1.988 0.095
H 1.200 -2.044 1.090
H 1.354 -2.690 -0.715
H 0.952 1.960 1.087
H 0.925 2.548 -0.641
H -0.153 3.144 0.253
*
```

Summary:
DFT total energy ... -23883.1771 eV
Largest force on an atom ... 0.100 Eh/bohr
Energy above the lowest of the compared OMol25 structures with the same formula, charge and spin ... 46.6 kcal per mole


Entry from OMol25: C11H14BN7SV as an isolated structure at a distorted geometry (ωB97M-V with the def2-TZVPD basis set).

ORCA input file:
```
! RIJCOSX wB97M-V def2-TZVPD def2/J DEFGRID3
* xyz 0 4
V -0.695 -1.351 -0.032
S 1.309 -1.807 0.718
N -1.816 -0.845 1.219
N -3.105 -0.772 0.630
N -0.938 -1.193 -1.774
N -1.409 1.382 -0.635
N 2.833 0.385 0.078
N -2.721 1.125 -0.987
N -2.364 -1.235 -1.869
C -0.426 -1.995 -2.773
C 2.245 2.398 1.485
C -3.334 2.259 -1.395
C -1.191 2.684 -0.889
C -3.314 -1.219 2.822
C -3.979 -0.974 1.622
C 1.917 -0.347 0.327
C -1.477 -2.560 -3.452
C -2.651 -2.049 -2.892
C -2.378 3.283 -1.391
C -1.955 -1.158 2.549
B -3.239 -0.341 -0.898
H 0.643 -2.162 -2.837
H 1.282 1.957 1.451
H 2.197 3.404 1.066
H 2.966 1.907 0.896
H -3.653 -2.232 -3.185
H -2.492 4.308 -1.712
H -1.112 -1.281 3.201
H -4.382 -0.428 -1.194
H -1.396 -3.278 -4.239
H -3.751 -1.455 3.770
H -5.045 -0.965 1.437
H -0.229 3.136 -0.690
H 2.671 2.304 2.491
H -4.389 2.268 -1.674
*
```

Summary:
DFT total energy ... -59261.6034 eV
Largest force on an atom ... 0.128 Eh/bohr
Energy above the lowest of the compared OMol25 structures with the same formula, charge and spin ... 57.5 kcal per mole


Entry from OMol25: C42H46Cl3N5O3Zr as an isolated structure at a distorted geometry (ωB97M-V with the def2-TZVPD basis set).

ORCA input file:
```
! RIJCOSX wB97M-V def2-TZVPD def2/J DEFGRID3
* xyz 0 1
Zr 0.256 -0.189 -0.025
Cl 1.556 2.390 -5.042
Cl 3.370 3.568 -3.082
Cl 3.914 0.911 -4.221
O 3.110 0.369 2.732
O 1.978 -0.368 0.945
O 0.349 3.964 0.477
N 0.321 1.697 0.906
N -0.771 -1.408 1.376
N 1.459 0.706 -1.796
N -0.858 -1.479 -1.377
N -1.346 1.277 -1.140
C 2.276 0.530 1.883
C -2.890 -5.751 0.158
C -1.334 -2.556 -0.656
C -0.113 2.844 0.336
C -2.189 1.403 3.100
C -2.551 -0.953 -3.961
C -0.547 -1.540 2.786
C 1.006 -2.054 -2.788
C -1.078 -1.362 -3.861
C 1.107 -4.673 2.409
C -2.686 -5.793 -2.251
C -2.074 -4.507 -2.267
C -1.891 -3.854 -1.078
C -2.961 -5.480 2.556
C 1.473 1.833 1.805
C -0.032 -1.806 5.520
C -2.297 -4.503 0.113
C -2.637 0.529 -4.369
C -0.354 -1.649 -2.692
C -1.089 -1.035 5.075
C -3.499 -0.567 2.267
C -3.087 -6.402 -1.093
C 0.927 -1.793 -5.177
C 1.406 -3.170 2.294
C 1.763 -2.488 -1.534
C 1.638 -4.005 -1.384
C 2.899 -2.959 2.572
C -1.996 -3.710 1.247
C -2.338 -4.202 2.478
C -1.366 2.621 -0.511
C 0.516 -2.361 3.233
C 1.631 -2.104 -4.022
C -1.383 -0.896 3.720
C -3.230 -6.242 1.452
C 0.755 -2.468 4.598
C -3.466 -1.248 -2.773
C 2.538 2.176 -3.640
C -2.608 -0.038 3.398
C -1.348 -2.494 0.725
C 1.899 1.395 -2.591
C -0.408 -1.450 -5.086
C 3.235 -2.066 -1.540
H -4.481 -0.935 -3.029
H 1.148 2.096 2.812
H -2.039 1.166 -3.715
H -3.167 -0.739 -1.859
H -4.459 -0.045 2.296
H -2.136 -3.651 3.389
H 0.171 -1.900 6.579
H -3.701 -7.213 1.553
H 3.200 -3.461 3.495
H -3.047 -0.405 1.291
H 1.203 -2.859 1.272
H 3.364 -1.072 -1.966
H 0.606 -4.309 -1.220
H 1.579 -3.081 4.942
H -1.653 1.834 3.948
H 3.835 -2.767 -2.123
H 1.802 -5.234 1.779
H 3.620 -2.043 -0.520
H 2.140 2.629 1.464
H -3.671 0.879 -4.343
H 1.990 -4.488 -2.298
H -3.212 -0.030 4.308
H -1.536 1.418 2.233
H -2.281 1.012 -1.419
H 1.420 -1.841 -6.140
H -2.223 2.685 0.161
H -0.963 -1.247 -5.996
H -3.224 -5.860 3.536
H -2.258 0.669 -5.382
H 1.237 -5.009 3.440
H -2.836 -6.302 -3.196
H -3.696 -1.634 2.387
H 1.290 -2.021 -0.658
H 3.483 -3.392 1.754
H -1.721 -0.532 5.800
H -3.068 2.022 2.897
H 2.238 -4.366 -0.545
H 2.673 -2.394 -4.086
H -3.497 -2.314 -2.558
H -3.548 -7.383 -1.119
H 0.094 -4.915 2.096
H 3.151 -1.906 2.659
H -2.953 -1.530 -4.800
H -1.759 -4.077 -3.211
H -1.444 3.429 -1.237
H -0.806 1.348 -1.996
*
```

Summary:
DFT total energy ... -96745.5284 eV
Largest force on an atom ... 0.060 Eh/bohr


Entry from OMol25: BH16NaO6 as an isolated structure (ωB97M-V with the def2-TZVPD basis set).

ORCA input file:
```
! RIJCOSX wB97M-V def2-TZVPD def2/J DEFGRID3
* xyz 0 1
Na 5.499 -2.249 -14.666
O 5.716 -3.006 -12.035
O 3.881 -1.906 -16.776
O 6.901 -0.002 -15.549
O 7.869 -2.826 -14.292
O 6.857 -2.158 -17.457
O 5.350 -4.467 -15.966
B 3.244 -1.319 -13.638
H 4.215 -0.616 -13.805
H 3.627 -2.460 -13.607
H 7.064 -1.473 -16.810
H 8.556 -2.574 -14.914
H 4.802 -3.263 -11.877
H 6.058 -4.218 -16.570
H 3.326 -2.104 -16.006
H 6.081 -1.829 -17.918
H 2.780 -1.021 -12.560
H 3.262 -1.528 -17.405
H 6.256 -3.717 -11.683
H 2.419 -1.108 -14.505
H 6.829 0.609 -16.288
H 8.264 -2.735 -13.422
H 7.480 0.436 -14.920
H 5.737 -5.115 -15.371
*
```

Summary:
DFT total energy ... -17638.0234 eV
Largest force on an atom ... 0.016 Eh/bohr


Entry from OMol25: a single C8H21NSi molecule at a distorted geometry (ωB97M-V with the def2-TZVPD basis set).

ORCA input file:
```
! RIJCOSX wB97M-V def2-TZVPD def2/J DEFGRID3
* xyz 0 1
Si -0.083 -0.943 -0.286
N 1.643 -2.166 0.196
C 0.870 0.026 2.244
C -1.419 0.640 1.536
C 1.189 1.629 -0.984
C 0.158 0.549 -1.559
C 0.759 0.029 -2.940
C -1.006 -1.645 2.224
C -1.160 1.229 -1.822
C -0.427 -0.398 1.497
H -1.319 1.416 -2.851
H 1.456 -0.780 2.465
H -1.913 0.483 -1.370
H -0.874 -1.349 3.263
H -1.379 2.159 -1.279
H 1.350 -2.845 -0.498
H 1.254 2.604 -1.658
H -1.192 -1.775 -0.886
H -2.488 0.180 1.638
H -1.554 1.211 0.576
H 2.234 1.207 -0.783
H 0.518 0.275 3.329
H -1.310 1.517 2.224
H 0.951 0.868 -3.600
H 2.370 -1.684 -0.263
H 1.361 0.861 1.769
H 1.736 -0.349 -2.710
H 0.716 1.964 0.035
H 0.150 -0.587 -3.520
H -2.063 -1.805 2.113
H -0.528 -2.522 1.901
*
```

Summary:
DFT total energy ... -18002.3867 eV
Largest force on an atom ... 0.112 Eh/bohr
Energy above the lowest of the compared OMol25 structures with the same formula, charge and spin ... 59.4 kcal per mole


Entry from OMol25: a 3-piece molecular cluster, C5H7NO4S overall at a distorted geometry (ωB97M-V with the def2-TZVPD basis set).

ORCA input file:
```
! RIJCOSX wB97M-V def2-TZVPD def2/J DEFGRID3
* xyz 0 3
S 0.291 0.429 0.611
O 3.211 -2.923 -0.313
O 0.243 -0.571 1.968
O 2.218 -2.371 1.682
O 0.545 -0.526 -0.438
N 1.926 2.308 -1.074
C -2.034 1.281 -0.667
C -2.363 -0.122 -0.318
C 2.716 -2.650 0.681
C -1.552 0.726 0.551
C 2.329 1.357 -1.534
H 2.576 0.608 -2.239
H 1.045 -0.856 2.339
H -3.415 -0.296 -0.123
H -1.917 -0.950 -0.774
H -2.684 2.121 -0.615
H -1.172 1.500 -1.272
H -1.960 0.937 1.535
*
```

Summary:
DFT total energy ... -25806.6536 eV
Largest force on an atom ... 0.080 Eh/bohr
Energy above the lowest of the compared OMol25 structures with the same formula, charge and spin ... 0.0 kcal per mole


Question: Among the records above, which one has the lowest DFT total energy?
Answer: C4H16As2F12N8O4Tl